1.
Entry from the Open Molecules 2025 dataset: C33H35Cl5N4P2Re as an isolated structure in a non-equilibrium geometry (ωB97M-V/def2-TZVPD).

## Properties
⟨S²⟩ = 3.82
HOMO level (alpha / beta) = -12.88 / -12.88 eV
E = -124041.63875 eV
strongest force on any atom = 8.576 eV/A
lowest unoccupied orbital energy (alpha / beta) = -8.4 / -9.6 eV
Kohn-Sham gap (alpha / beta) = 4.5254 / 3.2643 eV
energy relative to the best compared isomer or geometry (same formula, charge and spin) = 5.010 eV

Geometry as ORCA input:
```
! RIJCOSX wB97M-V def2-TZVPD def2/J DEFGRID3
* xyz 2 4
Re -0.09 -1.36 0.72
Cl -2.30 -1.59 1.79
Cl -3.41 -2.47 4.72
Cl -1.67 -1.85 7.26
Cl 2.50 -0.57 4.08
Cl 1.23 -0.74 6.88
P 1.47 -0.98 -0.83
P -1.54 -0.24 -1.01
N -3.32 -0.78 -1.74
N 2.26 -2.51 -1.73
N -1.71 1.28 -2.38
N 3.10 -0.04 -1.23
C -1.03 -1.60 5.69
C -4.28 -0.09 -2.47
C -1.36 -1.42 3.29
C 0.29 -1.13 5.50
C -1.32 2.53 3.78
C 3.19 -3.40 -1.22
C 2.05 -2.87 -3.05
C -1.59 1.18 -3.76
C 0.00 3.23 3.81
C 1.18 2.28 3.52
C -4.61 -2.30 -2.85
C 4.72 1.17 -2.28
C 1.23 1.92 2.09
C 2.84 -3.97 -3.40
C 0.49 2.33 1.05
C 0.79 -0.92 4.18
C 3.55 -4.34 -2.22
C -2.07 2.59 -2.11
C -0.78 3.10 1.00
C -1.86 -1.80 4.55
C 5.36 0.32 -1.33
C 3.35 0.93 -2.20
C -1.76 2.44 -4.34
C -2.14 2.48 1.42
C -2.06 3.34 -3.29
C -5.12 -1.00 -3.13
C -3.49 -2.13 -2.03
C -0.63 -1.16 -2.29
C 0.70 -0.44 -2.38
C 1.58 -2.35 1.49
C -2.33 2.55 2.89
C -0.07 -1.03 3.06
C 4.33 -0.42 -0.71
H 5.22 1.89 -2.93
H 0.58 0.65 -2.40
H 1.31 -2.39 -3.68
H 1.20 -0.65 -3.32
H 2.56 1.39 -2.79
H -2.21 4.41 -3.35
H -4.97 -3.24 -3.24
H -1.39 0.26 -4.29
H 4.22 -5.19 -2.11
H -2.39 2.89 -1.13
H 4.38 -1.18 0.05
H 0.70 1.87 0.06
H -5.95 -0.74 -3.77
H 2.13 2.75 3.83
H -2.97 3.05 0.97
H 1.22 -2.87 2.39
H -0.90 3.32 -0.07
H -0.52 -2.20 -1.95
H 3.50 -3.36 -0.18
H 6.42 0.27 -1.11
H -2.33 1.43 1.07
H -1.68 2.65 -5.39
H -4.37 0.99 -2.47
H 0.16 3.58 4.83
H 1.01 1.38 4.12
H -1.27 -1.18 -3.16
H -2.84 -2.88 -1.59
H -0.66 4.06 1.50
H -1.68 2.41 4.81
H 0.08 4.12 3.16
H 2.90 -4.41 -4.40
H 1.87 1.09 1.91
H 1.98 -3.09 0.79
H 2.40 -1.69 1.85
H -3.36 2.44 3.23
*
```

Atomic partial charges in e from the Mulliken method, atoms 1 to 4: Re 1.054; Cl -0.235; Cl -0.146; Cl -0.122

2.
Entry from the Open Molecules 2025 dataset: C33H35GeN3OPRuS2Se2 as an isolated structure (ωB97M-V/def2-TZVPD).

## Properties
⟨S²⟩ = 0.76
HOMO level (alpha / beta) = -5.76 / -5.52 eV
E = -262057.75028 eV
strongest force on any atom = 0.600 eV/A
lowest unoccupied orbital energy (alpha / beta) = 0.0 / 0.0 eV
Kohn-Sham gap (alpha / beta) = 5.7614 / 5.5083 eV
energy relative to the best compared isomer or geometry (same formula, charge and spin) = 0.000 eV

Geometry as ORCA input:
```
! RIJCOSX wB97M-V def2-TZVPD def2/J DEFGRID3
* xyz 0 2
Ru -0.78 0.40 -0.35
Se -2.64 0.92 1.23
Se 1.01 1.82 0.30
Ge 1.15 -2.29 1.12
S 1.01 0.38 -3.49
S -3.20 -2.67 -2.92
P -1.20 -0.20 2.39
O 0.58 -0.29 -2.22
N -2.09 -0.85 -1.53
N -2.97 2.09 -3.55
N -1.64 1.77 -1.80
C -0.16 0.90 3.36
C -0.78 1.87 4.15
C 1.22 0.77 3.41
C -2.14 5.67 -3.03
C -3.02 -2.99 5.57
C 4.95 -1.63 -4.51
C -2.64 -0.23 -2.63
C 1.07 -3.59 2.60
C 0.97 -3.31 -0.54
C -0.03 2.70 4.96
C -1.16 -1.72 4.73
C 1.98 1.60 4.23
C 2.56 -0.41 -3.90
C -2.52 3.35 -3.18
C -1.69 -2.60 5.67
C -2.32 -2.13 -1.55
C 2.98 -0.46 -5.22
C -3.28 -1.06 -3.50
C -0.43 -1.15 1.13
C 4.19 -1.07 -5.53
C -3.81 -2.51 4.54
C -3.28 -1.64 3.60
C -1.69 3.13 -2.07
C 4.51 -1.59 -3.19
C -2.42 1.20 -2.69
C -1.08 4.20 -1.41
C 1.71 1.98 -3.07
C 3.30 -0.98 -2.88
C 1.35 2.56 5.01
C -1.95 -1.24 3.69
C -2.76 4.62 -3.69
C 2.94 -1.49 1.12
C -1.32 5.46 -1.91
H 1.94 3.21 5.64
H -4.85 -2.81 4.47
H 1.92 -3.79 -0.80
H -0.13 -1.40 4.82
H 3.63 -2.25 0.75
H 2.93 -0.94 -1.87
H 1.71 0.04 2.78
H 2.36 -0.03 -6.01
H 2.97 -0.62 0.46
H 5.89 -2.11 -4.75
H -0.86 6.32 -1.43
H 2.40 1.84 -2.24
H -1.07 -2.96 6.47
H -3.63 1.89 -4.28
H -3.89 -1.26 2.79
H 3.27 -1.19 2.11
H 1.34 -3.13 3.55
H 0.89 2.63 -2.76
H -0.46 4.01 -0.54
H 0.67 -2.66 -1.36
H 3.06 1.50 4.24
H -2.29 6.68 -3.39
H 0.06 -4.00 2.69
H -3.76 -0.82 -4.43
H -1.86 1.99 4.10
H 2.20 2.37 -3.96
H 5.10 -2.03 -2.41
H 4.53 -1.11 -6.55
H -3.40 4.79 -4.54
H -1.96 -2.80 -0.79
H -3.44 -3.67 6.31
H -1.22 -1.90 0.97
H 0.22 -4.10 -0.43
H 1.76 -4.42 2.41
H -0.52 3.45 5.56
*
```

Atomic partial charges in e from the Mulliken method, atoms 1 to 4: Ru 0.413; Se -0.500; Se -0.549; Ge 1.091

3.
Entry from the Open Molecules 2025 dataset: C33H35N10O2RuS as an isolated structure in a non-equilibrium geometry (ωB97M-V/def2-TZVPD).

## Properties
⟨S²⟩ = 8.79
HOMO level (alpha / beta) = -10.73 / -12.32 eV
E = -67182.42621 eV
strongest force on any atom = 5.793 eV/A
lowest unoccupied orbital energy (alpha / beta) = -5.8 / -10.2 eV
Kohn-Sham gap (alpha / beta) = 4.8956 / 2.1262 eV
energy relative to the best compared isomer or geometry (same formula, charge and spin) = 0.000 eV

Geometry as ORCA input:
```
! RIJCOSX wB97M-V def2-TZVPD def2/J DEFGRID3
* xyz 2 6
Ru 0.13 0.71 -0.26
S -3.09 2.41 2.66
O 1.83 3.18 3.91
O 1.21 3.59 -3.04
N -1.17 -1.88 -1.54
N 0.40 1.69 -2.23
N -1.37 -0.62 -1.08
N -1.33 1.58 0.62
N -2.23 -2.24 -2.19
N 1.67 -0.73 -0.01
N 1.34 2.47 0.33
N -3.17 -1.28 -2.09
N 2.96 -2.36 0.77
N 1.82 1.02 3.15
C 2.37 -1.02 -5.35
C 2.67 -0.96 -0.92
C 1.73 2.27 2.85
C 2.09 4.55 -0.75
C -0.60 -1.46 5.61
C 2.01 -0.98 6.29
C -6.00 -3.17 -1.31
C 0.15 -1.37 -6.13
C -0.28 -0.28 -5.34
C 1.97 0.04 -4.58
C 2.36 4.22 1.60
C -5.44 -0.95 -0.28
C 0.49 3.00 -4.17
C 1.57 3.28 -0.76
C 1.48 -1.76 -6.17
C 3.34 -3.62 1.43
C 1.77 2.99 1.55
C 0.11 -0.51 4.90
C -0.01 -2.26 6.61
C 0.01 1.62 -3.72
C 1.01 2.80 -1.99
C 1.82 2.37 5.12
C 0.60 0.46 -4.53
C -2.09 1.99 1.47
C 1.28 -1.94 6.96
C -4.56 -1.46 -2.66
C 1.44 -0.17 5.30
C 1.85 -1.57 1.01
C 3.49 -1.90 -0.41
C -5.62 -1.71 -1.57
C -2.56 -0.21 -1.48
C 2.15 0.92 4.58
C 2.38 5.07 0.48
H 0.90 2.43 5.66
H -5.38 0.15 -0.43
H -0.51 -3.09 7.04
H 3.28 0.69 4.66
H 2.74 0.55 -3.99
H -5.18 -3.74 -0.77
H -0.33 3.70 -4.44
H -6.90 -3.21 -0.77
H 1.27 -1.68 1.87
H -6.32 -1.13 0.29
H -1.35 -0.08 -5.28
H 1.75 -2.46 7.82
H 2.68 4.52 2.58
H -4.56 -2.29 -3.42
H -1.08 1.67 -3.77
H -4.59 -1.25 0.40
H -0.52 -1.95 -6.73
H 2.60 2.74 5.77
H 2.74 -0.47 -1.90
H 3.42 -1.30 -5.35
H -2.97 0.76 -1.22
H -1.62 -1.65 5.29
H 2.83 -4.46 0.99
H 1.81 -2.60 -6.75
H 2.14 5.01 -1.73
H 4.47 -2.17 -0.78
H -4.74 -0.52 -3.19
H 2.69 6.08 0.56
H -0.37 0.02 4.07
H -6.17 -3.65 -2.29
H 1.20 3.04 -5.04
H 3.11 -0.89 6.42
H 2.98 -3.53 2.47
H 4.45 -3.80 1.44
H -6.46 -1.29 -2.12
*
```

Atomic partial charges in e from the Mulliken method, atoms 1 to 4: Ru 0.723; S -0.329; O -0.405; O -0.471

Q: ⟨S²⟩ of number 2 (C33H35GeN3OPRuS2Se2)?
A: 0.76